Formula: C16H33BF6NO8P2
Source: the OMol25 dataset
Level of theory: ωB97M-V with the def2-TZVPD basis set

Calculated values
Kohn-Sham gap   5.90 eV
LUMO   2.29 eV
F_max   0.39 eV/Å

```
! wB97M-V def2-TZVPD RIJCOSX def2/J DEFGRID3
* xyz -1 1
C -0.523 -1.448 3.772
C -1.649 -0.415 3.607
O -1.226 0.869 4.083
C -2.163 -0.315 2.141
O -2.266 1.001 1.698
B -1.778 1.366 0.374
C -1.900 2.975 0.226
C -1.721 3.549 -1.183
C -1.347 5.030 -1.227
C 0.069 5.276 -0.736
O 0.514 6.545 -1.237
P -2.823 0.478 -1.070
N -3.196 -1.075 -0.932
P 0.188 0.947 0.130
C 0.367 -0.783 -0.523
O 0.571 0.492 1.726
H -0.734 -2.176 4.560
H 0.399 -0.924 4.023
H -0.341 -1.996 2.845
H -2.495 -0.739 4.226
H -1.504 0.943 4.999
H -1.492 -0.894 1.499
H -3.144 -0.806 2.075
H -1.132 3.411 0.883
H -2.864 3.299 0.642
H -2.641 3.396 -1.758
H -0.934 2.988 -1.704
H -2.052 5.606 -0.619
H -1.406 5.418 -2.248
H 0.113 5.273 0.358
H 0.724 4.472 -1.091
H 1.437 6.653 -0.991
H -2.191 0.805 -2.300
H -3.981 1.292 -1.276
H -3.035 -1.616 -1.774
H -0.592 -1.231 -0.797
H 1.034 -0.807 -1.387
H 0.815 -1.390 0.267
H 0.339 1.201 2.338
C 7.846 2.765 -1.788
C 7.034 1.766 -2.581
O 6.326 0.858 -1.707
C 5.193 1.325 -1.192
O 4.713 2.403 -1.375
C 4.530 0.235 -0.311
F 5.432 -0.300 0.531
F 4.069 -0.748 -1.098
F 3.534 0.731 0.388
H 8.538 2.252 -1.120
H 8.424 3.387 -2.473
H 7.196 3.413 -1.202
H 7.666 1.115 -3.180
H 6.309 2.261 -3.225
C -4.218 -3.906 0.184
C -2.748 -4.228 0.159
O -2.507 -5.674 0.259
C -2.634 -6.371 -0.843
O -2.900 -5.997 -1.949
C -2.338 -7.866 -0.549
F -2.976 -8.300 0.546
F -1.021 -8.048 -0.354
F -2.711 -8.633 -1.572
H -4.690 -4.314 1.079
H -4.290 -2.817 0.174
H -4.724 -4.291 -0.702
H -2.227 -3.825 1.024
H -2.266 -3.861 -0.744
*
```